Entry 1:
Entry from OMol25: 3 unconnected molecules or ions with the total composition C3H12O2S2 in a non-equilibrium geometry (the ωB97M-V functional and the def2-TZVPD basis).

Properties
Spin multiplicity   1
HOMO   -0.3199 hartree
SMILES   CCCSS.O.O
Energy relative to the best compared isomer or geometry (same formula, charge and spin)   41.40 kcal/mol
Total charge   0

Each line ends with the natural charge from an NBO analysis.
Geometry (Å):
C  0.7371  0.5201  -0.2166  -0.46
C  -0.4208  0.0837  0.6968  -0.60
C  0.8920  -0.4408  -1.3651  -0.46
S  2.2442  0.4204  -2.4890  0.01
S  3.7417  0.8687  -1.2005  -0.12
H  1.5642  0.4655  0.3775  0.24
H  0.4793  1.5801  -0.7073  0.21
H  -0.3239  -0.9364  1.1336  0.20
H  -0.5009  0.7059  1.5347  0.20
H  -1.4108  -0.0172  0.1458  0.20
H  0.0219  -0.3761  -2.2455  0.22
H  1.1850  -1.5264  -1.2026  0.23
H  3.1397  1.9911  -0.7441  0.12
H  2.4047  1.3831  2.5073  0.47
H  3.0535  0.1071  2.8755  0.47
O  2.7234  0.5415  2.1310  -0.93
H  -7.2915  -1.9676  -0.1890  0.48
H  -5.8167  -1.3801  -0.3426  0.47
O  -6.4221  -2.0227  -0.7000  -0.95



Entry 2:
Entry from OMol25: a single C3H4Cl2FN molecule in a non-equilibrium geometry (the ωB97M-V functional and the def2-TZVPD basis).

Properties
Spin multiplicity   1
HOMO   -0.3711 hartree
SMILES   F[C@H]1[C@H](Cl)N[C@@H]1Cl
Energy relative to the best compared isomer or geometry (same formula, charge and spin)   8.56 kcal/mol
Total charge   0

Each line ends with the natural charge from an NBO analysis.
Geometry (Å):
C  0.3715  0.3630  -0.8847  0.17
C  0.9375  -0.4017  0.2981  -0.03
C  -0.9119  0.6359  0.1719  -0.09
N  -0.0688  -0.0509  1.2040  -0.61
F  1.0845  1.4625  -1.2236  -0.32
Cl  0.7217  -2.1947  -0.0940  -0.13
Cl  -2.4649  -0.1204  -0.2342  -0.04
H  -0.0207  -0.3206  -1.6212  0.20
H  2.0777  -0.2896  0.6000  0.24
H  -1.1733  1.7318  0.2583  0.22
H  -0.5531  -0.8152  1.5253  0.39



Entry 3:
Entry from OMol25: a gas-phase ion, C25H25ClNO6 (charge -1) in a non-equilibrium geometry (the ωB97M-V functional and the def2-TZVPD basis).

Properties
Spin multiplicity   1
HOMO   -0.1314 hartree
SMILES   CCOC(=O)/C(=C(/[O-])OCC)[C@@H](c1ccc(C#N)cc1)[C@H](C(=O)OCC)c1cccc(Cl)c1
Energy relative to the best compared isomer or geometry (same formula, charge and spin)   0.00 kcal/mol
Total charge   -1

Each line ends with the natural charge from an NBO analysis.
Geometry (Å):
C  -5.1435  0.7063  2.0637  -0.63
C  -3.6806  0.9742  1.9006  -0.07
O  -3.0265  -0.3065  1.7257  -0.49
C  -1.6944  -0.1626  1.6042  0.85
C  -0.8627  -1.4419  1.8792  -0.40
C  0.6069  -1.1987  2.1980  0.11
C  1.1639  0.0767  2.2233  -0.26
C  2.5384  0.2391  2.4417  -0.05
Cl  3.1716  1.8313  2.5077  -0.01
C  3.3742  -0.8740  2.5969  -0.24
C  2.8062  -2.1477  2.6019  -0.21
C  1.4301  -2.3044  2.4598  -0.23
O  -1.2493  0.9398  1.3247  -0.65
H  -5.6995  1.6412  1.9627  0.20
H  -5.5127  0.0022  1.3140  0.23
H  -5.3523  0.3140  3.0628  0.21
H  -3.4789  1.6126  1.0367  0.19
H  -3.2565  1.4398  2.7996  0.18
H  -1.3115  -1.8360  2.8074  0.31
H  0.5493  0.9372  2.0312  0.27
H  4.4382  -0.7256  2.7333  0.21
H  3.4286  -3.0396  2.6908  0.21
H  0.9715  -3.2921  2.5190  0.21
C  -6.1783  -5.2942  1.9871  -0.62
C  -5.2291  -4.2397  2.4774  -0.07
O  -4.3491  -3.9488  1.3844  -0.53
C  -3.3259  -3.1376  1.7249  0.78
C  -2.4812  -2.7444  0.5869  -0.50
C  -1.0721  -2.5913  0.9225  -0.25
C  -0.0758  -2.7894  -0.2420  0.18
C  -0.0093  -1.9417  -1.3442  -0.21
C  0.9171  -2.2194  -2.3589  -0.15
C  1.7660  -3.3283  -2.2727  -0.22
C  2.7318  -3.6105  -3.3055  0.31
N  3.5027  -3.8455  -4.1552  -0.37
C  1.6797  -4.1771  -1.1698  -0.15
C  0.7723  -3.8902  -0.1554  -0.24
C  -2.9715  -3.0024  -0.7593  0.77
O  -2.3598  -3.5058  -1.6904  -0.70
O  -4.2669  -2.6159  -0.9018  -0.53
C  -4.7412  -2.8349  -2.2320  -0.07
C  -6.2020  -2.4839  -2.2117  -0.62
O  -3.1069  -2.8501  2.9044  -0.73
H  -6.9387  -5.4846  2.7442  0.20
H  -6.6737  -4.9849  1.0641  0.21
H  -5.6513  -6.2322  1.7945  0.20
H  -5.7636  -3.3214  2.7512  0.17
H  -4.6531  -4.5908  3.3396  0.19
H  -0.9386  -3.4705  1.5611  0.19
H  -0.6860  -1.0882  -1.4449  0.23
H  0.9683  -1.5822  -3.2413  0.22
H  2.3070  -5.0641  -1.0788  0.21
H  0.7061  -4.5456  0.7172  0.21
H  -4.1837  -2.1925  -2.9278  0.17
H  -4.5821  -3.8859  -2.5081  0.19
H  -6.5942  -2.5095  -3.2285  0.20
H  -6.7576  -3.2121  -1.6110  0.20
H  -6.3682  -1.4853  -1.7941  0.21



Entry 4:
Entry from OMol25: a molecular structure, C6H16ClO6PdS2 in a non-equilibrium geometry (the ωB97M-V functional and the def2-TZVPD basis).

Properties
Spin multiplicity   3
HOMO (spin up / spin down)   -0.4965 / -0.4963 hartree
<S²>   2.01
Total charge   +1

Each line ends with the natural charge from an NBO analysis.
Geometry (Å):
Pd  6.6634  15.4416  5.2868  0.96
Cl  7.2268  13.3181  4.4623  -0.14
O  8.6226  10.1595  6.4352  -0.92
S  7.5137  9.4047  5.8883  2.36
O  7.6506  8.7630  4.6155  -0.93
O  7.2869  8.2361  6.9888  -0.71
C  6.5739  7.0531  6.6676  -0.08
C  5.1832  7.1044  7.1917  -0.63
C  6.0306  10.3643  5.9342  -0.89
H  7.2423  6.2844  7.0097  0.21
H  6.5011  6.9558  5.5814  0.20
H  5.1699  7.0649  8.2821  0.22
H  4.6844  6.1871  6.8284  0.23
H  4.6266  7.9370  6.8922  0.20
H  6.2881  11.2640  5.4182  0.23
H  5.7833  10.6228  6.9715  0.26
H  5.2721  9.8566  5.3649  0.26
O  7.3148  19.2008  7.4085  -0.83
S  7.4274  17.8970  6.8629  2.42
O  6.3210  17.4662  6.0479  -1.00
O  8.7234  17.7905  5.9994  -0.70
C  8.8821  16.7164  5.0352  -0.08
C  10.3027  16.4875  4.7761  -0.62
C  7.6860  16.6889  8.0757  -0.91
H  8.3101  16.8903  4.1208  0.22
H  8.5858  15.7482  5.4870  0.14
H  10.2613  15.7011  4.0102  0.24
H  10.8340  16.1193  5.6467  0.24
H  10.7881  17.3508  4.3547  0.26
H  8.5246  16.9390  8.7342  0.30
H  7.7143  15.7035  7.6402  0.23
H  6.7449  16.8176  8.5841  0.27



Entry 5:
Entry from OMol25: 12 unconnected molecules or ions with the total composition C41H77NO13S11 in a non-equilibrium geometry (the ωB97M-V functional and the def2-TZVPD basis).

Properties
Spin multiplicity   1
HOMO   -0.2859 hartree
Energy relative to the best compared isomer or geometry (same formula, charge and spin)   587.74 kcal/mol
Total charge   0

Each line ends with the Mulliken charge.
Geometry (Å):
O  -3.2113  -6.1277  -0.4748  -0.58
C  -3.0783  -4.8990  0.0305  0.09
C  -1.5897  -4.1508  0.1772  0.67
C  -0.2145  -4.9037  0.6563  -0.71
C  1.1737  -3.9851  0.7876  -0.36
C  1.2263  -2.3609  0.4553  0.05
C  -0.1548  -1.6247  -0.0608  -0.56
C  -1.5064  -2.5441  -0.1841  0.37
C  -2.9297  -1.8289  -0.6938  0.01
O  -2.9733  -0.9719  -1.7270  -0.58
C  -4.2799  -2.3195  0.1627  0.13
C  -4.3658  -3.9509  0.5215  0.37
C  -5.6370  -4.6323  1.3187  -0.75
C  -6.8552  -3.5739  1.7573  -0.29
C  -6.7499  -1.9399  1.4399  -0.59
C  -5.4744  -1.2501  0.6390  0.35
C  -5.3713  0.3892  0.3248  0.54
C  -6.7050  1.2628  0.0041  -0.27
C  -6.7554  2.8796  -0.3707  -0.40
C  -5.2139  3.5316  -0.3810  -0.30
C  -4.0167  2.4995  0.0096  -0.06
N  -4.0338  1.0470  0.3429  -0.29
H  -0.2193  -6.0501  0.8915  0.42
H  2.2088  -4.4635  1.1407  0.27
H  2.1800  -1.6843  0.5554  0.24
H  -0.2594  -0.4778  -0.3246  0.32
H  -5.6786  -5.7853  1.5324  0.32
H  -7.7795  -4.0658  2.3071  0.50
H  -7.6702  -1.3002  1.8393  0.28
H  -7.7450  0.6872  0.0401  0.21
H  -7.7269  3.4889  -0.5999  0.30
H  -5.0267  4.6772  -0.6506  0.28
H  -2.9314  3.0017  0.0314  0.19
C  5.5042  0.8410  1.3931  -0.93
S  5.3733  -0.6329  0.3524  0.62
O  3.9175  -0.8628  0.0783  -0.77
C  5.8795  -1.8130  1.6272  -1.06
H  5.1943  1.7086  0.8048  0.24
H  4.8522  0.7444  2.2648  0.32
H  6.5408  0.9738  1.7117  0.42
H  5.2047  -1.7501  2.4847  0.30
H  6.9038  -1.5977  1.9385  0.38
H  5.8344  -2.8192  1.2044  0.34
C  2.6658  2.8727  5.4350  -0.89
S  4.0967  3.8034  4.8359  0.62
O  4.4262  3.2906  3.4664  -0.59
C  5.2905  3.0820  5.9885  -1.08
H  1.7991  3.1399  4.8248  0.20
H  2.8521  1.7995  5.3469  0.36
H  2.4675  3.1357  6.4768  0.38
H  5.3191  1.9961  5.8669  0.32
H  5.0107  3.3382  7.0125  0.38
H  6.2770  3.4967  5.7691  0.33
C  2.3567  5.2517  2.0391  -0.86
S  0.7114  5.7187  2.6287  0.60
O  0.3447  4.7753  3.7346  -0.66
C  -0.1805  5.1907  1.1455  -1.05
H  3.0804  5.4610  2.8311  0.09
H  2.3814  4.1855  1.8003  0.35
H  2.6102  5.8412  1.1548  0.48
H  -0.0033  4.1281  0.9605  0.29
H  0.1518  5.7817  0.2895  0.40
H  -1.2481  5.3569  1.3065  0.33
C  -1.3075  -4.8432  4.3706  -0.69
S  -1.1778  -3.0412  4.4643  0.65
O  0.2806  -2.6955  4.4927  -0.64
C  -1.8049  -2.8918  6.1551  -1.02
H  -0.9285  -5.1672  3.3978  0.02
H  -0.7112  -5.3043  5.1619  0.39
H  -2.3543  -5.1408  4.4665  0.34
H  -1.1786  -3.4702  6.8391  0.30
H  -2.8357  -3.2501  6.1955  0.35
H  -1.7772  -1.8382  6.4423  0.31
C  -11.5377  -2.2148  3.5058  -0.95
S  -10.6890  -3.7378  3.9882  0.44
O  -9.5629  -3.9514  3.0219  -0.62
C  -12.0284  -4.8603  3.5188  -0.98
H  -10.8626  -1.3728  3.6790  0.31
H  -11.8034  -2.2524  2.4464  0.31
H  -12.4360  -2.0872  4.1145  0.39
H  -12.2644  -4.7388  2.4586  0.31
H  -12.9110  -4.6505  4.1267  0.39
H  -11.6998  -5.8860  3.7012  0.31
C  6.8267  1.4424  -3.4776  -0.95
S  7.8559  2.0391  -2.1147  0.40
O  7.4802  1.2583  -0.8913  -0.53
C  7.0745  3.6658  -1.9827  -1.00
H  7.1182  0.4141  -3.7067  0.32
H  5.7728  1.4630  -3.1892  0.34
H  6.9877  2.0672  -4.3593  0.36
H  6.0057  3.5527  -1.7841  0.33
H  7.2277  4.2211  -2.9104  0.38
H  7.5408  4.2073  -1.1565  0.33
C  1.5764  10.2349  5.6544  -0.93
S  2.7108  9.2001  4.6979  0.43
O  1.9385  8.6307  3.5461  -0.53
C  2.8742  7.8955  5.9410  -0.79
H  1.3056  11.1032  5.0481  0.32
H  0.6732  9.6720  5.9024  0.29
H  2.0711  10.5737  6.5677  0.35
H  1.8928  7.4731  6.1716  0.31
H  3.3281  8.3068  6.8450  0.43
H  3.5195  7.1119  5.5372  0.14
C  1.9308  -2.8078  -3.8718  -0.76
S  2.7796  -4.3308  -3.3894  0.58
O  3.9056  -4.5443  -4.3557  -0.69
C  1.4401  -5.4532  -3.8588  -0.77
H  2.6059  -1.9657  -3.6986  0.30
H  1.6652  -2.8453  -4.9312  0.36
H  1.0325  -2.6802  -3.2631  0.16
H  1.2042  -5.3318  -4.9190  0.28
H  0.5576  -5.2434  -3.2509  0.22
H  1.7687  -6.4790  -3.6764  0.36
C  -5.3102  -0.8119  -3.9301  -0.86
S  -5.9744  0.8695  -3.8648  0.67
O  -7.4687  0.7617  -3.8120  -0.66
C  -5.5213  1.3203  -5.5576  -1.02
H  -5.5174  -1.3031  -2.9759  0.15
H  -5.7884  -1.3735  -4.7365  0.45
H  -4.2297  -0.7733  -4.0880  0.32
H  -5.9870  0.6304  -6.2661  0.30
H  -4.4349  1.2925  -5.6649  0.34
H  -5.8776  2.3343  -5.7526  0.32
C  10.8898  2.3271  -4.9033  -0.90
S  10.2256  4.0085  -4.8380  0.51
O  8.7313  3.9007  -4.7852  -0.58
C  10.6787  4.4593  -6.5308  -0.98
H  10.6826  1.8359  -3.9490  0.27
H  10.4116  1.7655  -5.7096  0.30
H  11.9703  2.3657  -5.0612  0.40
H  10.2130  3.7695  -7.2393  0.31
H  11.7651  4.4315  -6.6381  0.38
H  10.3224  5.4734  -6.7258  0.32
C  -2.4722  -5.6317  -6.3015  -0.89
S  -1.3035  -6.9503  -6.7117  0.43
O  0.0425  -6.5346  -6.1993  -0.58
C  -1.3158  -6.6678  -8.4990  -0.96
H  -2.5892  -5.5987  -5.2152  0.29
H  -2.0913  -4.6696  -6.6529  0.30
H  -3.4403  -5.8437  -6.7615  0.38
H  -1.0043  -5.6433  -8.7182  0.31
H  -2.3193  -6.8474  -8.8905  0.38
H  -0.6164  -7.3661  -8.9642  0.32



Entry 6:
Entry from OMol25: a molecular structure, C7H14O in a non-equilibrium geometry (the ωB97M-V functional and the def2-TZVPD basis).

Properties
Spin multiplicity   1
HOMO   -0.3248 hartree
Energy relative to the best compared isomer or geometry (same formula, charge and spin)   204.49 kcal/mol
Total charge   0

Each line ends with the natural charge from an NBO analysis.
Geometry (Å):
C  0.0273  0.5316  2.0999  -0.65
C  -0.3748  -0.6469  1.4092  -0.33
C  -0.1945  -0.8811  0.1665  0.01
C  -0.2042  -2.2450  -0.6340  -0.67
C  -0.0188  0.2718  -0.6945  0.22
C  -1.3346  1.3036  -0.6707  -0.65
C  1.3874  0.9086  -0.5467  -0.67
H  1.3044  0.4911  1.9109  0.24
H  -0.5358  1.6419  1.8425  0.24
H  -0.0896  0.3808  3.5375  0.22
H  -0.4216  -1.6384  1.8796  0.22
H  0.1529  -3.0289  0.1473  0.22
H  -1.2008  -2.1092  -1.0899  0.24
H  0.6125  -1.9369  -1.4541  0.27
H  -0.9983  2.1423  -1.1599  0.22
H  -2.2078  0.5757  -0.9228  0.24
H  -1.4120  1.2411  0.4322  0.22
H  1.9170  1.1470  -1.8006  0.24
H  1.2544  1.9403  0.3072  0.25
H  1.9310  -0.2200  0.0454  0.24
H  0.3681  0.4443  -2.7198  0.47
O  0.0379  -0.3137  -2.0853  -0.78



Entry 7:
Entry from OMol25: a gas-phase ion, C3H10N3 (charge +1) in a non-equilibrium geometry (the ωB97M-V functional and the def2-TZVPD basis).

Properties
Spin multiplicity   1
HOMO   -0.5382 hartree
SMILES   CC(=[NH2+])N(C)N
Energy relative to the best compared isomer or geometry (same formula, charge and spin)   75.04 kcal/mol
Total charge   +1

Each line ends with the natural charge from an NBO analysis.
Geometry (Å):
C  0.5011  1.4455  -0.4198  -0.44
C  -0.7902  -0.8780  -1.3370  -0.71
C  -0.2792  -0.7357  0.0452  0.53
N  0.5495  0.4843  2.0283  -0.68
N  0.2554  0.3461  0.3959  -0.21
N  -0.3283  -1.8149  0.7967  -0.73
H  -0.4926  1.7621  -0.9315  0.24
H  0.7773  2.2097  0.2661  0.25
H  1.3352  1.1133  -1.1791  0.23
H  0.0328  -0.5922  -2.0111  0.26
H  -1.1137  -1.8895  -1.7074  0.27
H  -1.7782  -0.3040  -1.5308  0.28
H  1.5499  0.7254  2.0595  0.41
H  -0.0134  -1.9563  1.8444  0.46
H  -0.5979  -2.6761  0.4190  0.42
H  -0.2643  0.8945  2.4870  0.42



Entry 8:
Entry from OMol25: a single C3H3FN2 molecule in a non-equilibrium geometry (the ωB97M-V functional and the def2-TZVPD basis).

Properties
Spin multiplicity   1
HOMO   -0.3266 hartree
SMILES   [H]/N=C/N(F)C#C
Energy relative to the best compared isomer or geometry (same formula, charge and spin)   138.39 kcal/mol
Total charge   0

Each line ends with the natural charge from an NBO analysis.
Geometry (Å):
C  1.5664  -1.3355  1.3919  -0.25
C  1.0191  -1.2029  0.3199  0.10
C  -0.7576  -0.0004  -1.0192  0.31
N  -0.9181  0.5669  0.0621  -0.60
N  0.4001  -1.2293  -0.8402  -0.13
F  1.1889  -0.8870  -1.9748  -0.26
H  1.9604  -1.5179  2.4083  0.25
H  -1.0131  -0.1214  -2.0256  0.20
H  -1.2275  1.5021  0.0821  0.38